Below is C4H8N4S in the gas phase, with properties calculated with ωB97M-V/def2-TZVPD.

XYZ file:
```
17
C4H8N4S ωB97M-V/def2-TZVPD
C 0.38 1.67 0.50
C -1.35 0.93 -0.69
C -0.29 -1.84 -0.35
C 1.74 -0.86 0.50
N -0.40 2.68 0.26
N -1.45 2.26 -0.42
N -0.21 0.55 -0.04
N 0.60 -0.70 -0.34
S -2.51 -0.01 -1.47
H 1.16 1.82 1.14
H -1.25 -1.56 -0.64
H 0.24 -2.66 -0.77
H -0.34 -2.30 0.68
H 2.68 -0.30 0.18
H 1.48 -0.60 1.53
H 1.84 -1.97 0.51
H -2.31 2.90 -0.60
```

For the molecular weight, the calculation gives 144.20 u. The energy comes out at -774.3265 hartree. Its SMILES is CN(C)n1cn[nH]c1=S.


Below is a gas-phase ion, C4H8N5O (charge +1), with properties calculated with ωB97M-V/def2-TZVPD.

XYZ file:
```
18
C4H8N5O ωB97M-V/def2-TZVPD
C -1.12 -1.66 0.05
C 0.88 -0.42 0.42
C -1.11 0.51 0.84
C -0.47 1.19 -0.37
N -1.80 -0.62 0.29
N 0.25 -1.62 0.03
N 0.61 0.53 -0.69
N 2.19 -0.62 0.69
N -0.91 2.08 -1.21
O 0.09 0.10 1.47
H -1.52 -2.54 -0.39
H -1.68 1.23 1.59
H 1.00 -2.30 -0.08
H 1.01 0.50 -1.64
H 2.42 -1.35 1.35
H 2.53 0.30 0.94
H -0.53 2.26 -2.25
H -1.85 2.42 -1.03
```

Its charge is +1. For the molecular weight, the calculation gives 142.14 u. The energy comes out at -505.9848 hartree. Its SMILES is N[C@@]12NC=N[C@@H](O1)C(=[NH2+])N2.


Below is 2 unconnected molecules or ions with the total composition C4H8N5O5, with properties calculated with ωB97M-V/def2-TZVPD.

XYZ file:
```
22
C4H8N5O5 ωB97M-V/def2-TZVPD
C 0.68 -0.83 2.26
C 0.58 1.74 0.78
C -0.64 -0.93 -1.88
C -0.62 0.77 0.74
N -0.27 -2.00 -1.14
N -0.33 -0.45 1.22
N 0.70 -2.17 2.37
N 0.98 -2.26 -0.99
N 1.09 -2.82 3.49
O 1.91 -1.81 -1.66
O 0.76 -2.41 4.58
O 1.52 -0.02 2.65
O 1.21 -3.22 -0.10
O 1.48 -3.95 3.30
H 1.46 1.41 1.20
H 0.26 2.68 1.47
H 0.65 2.09 -0.35
H -0.06 -0.16 -2.42
H -1.68 -0.79 -2.03
H -1.63 1.11 0.83
H -1.07 -1.11 1.28
H 0.63 -3.14 0.67
```

Its charge is -1. For the molecular weight, the calculation gives 206.14 u. The energy comes out at -806.9284 hartree.


Below is a molecular structure, C4H8NO, with properties calculated with ωB97M-V/def2-TZVPD.

XYZ file:
```
14
C4H8NO ωB97M-V/def2-TZVPD
C -1.43 -1.20 0.04
C -0.61 -0.26 0.43
C 0.23 -0.18 1.70
C 1.01 0.75 -1.36
N -0.29 1.21 -0.68
O -1.26 1.22 -1.53
H -1.82 -0.93 -0.99
H -1.68 -2.00 0.71
H 1.07 -0.87 1.61
H -0.16 -0.53 2.65
H 0.65 0.73 1.97
H 1.95 0.63 -0.60
H 0.85 -0.15 -1.97
H 1.48 1.55 -1.98
```

Its charge is -1. For the molecular weight, the calculation gives 86.11 u. The energy comes out at -287.0494 hartree.


Below is 2 unconnected molecules or ions with the total composition C4H8NO, with properties calculated with ωB97M-V/def2-TZVPD.

XYZ file:
```
14
C4H8NO ωB97M-V/def2-TZVPD
C -0.56 -1.27 1.59
C -0.15 -0.42 0.68
C -1.11 0.01 2.23
C 0.94 -0.42 -1.62
N 0.68 1.00 -1.87
O -0.58 0.78 1.12
H -0.53 -2.31 1.80
H -2.19 0.06 2.26
H -0.63 0.30 3.16
H 0.37 -1.12 -2.20
H 1.95 -0.66 -1.36
H -0.30 1.13 -2.17
H 1.29 1.40 -2.60
H 0.82 1.54 -1.00
```

Its charge is +1. For the molecular weight, the calculation gives 86.11 u. The energy comes out at -286.7409 hartree.


Below is 2 unconnected molecules or ions with the total composition C4H8NO, with properties calculated with ωB97M-V/def2-TZVPD.

XYZ file:
```
14
C4H8NO ωB97M-V/def2-TZVPD
C -0.72 -1.34 -0.61
C -1.26 -0.01 -0.15
C -0.43 0.94 -0.92
C 1.38 -0.42 1.34
N 0.20 -0.28 -0.25
O -0.18 2.06 -0.23
H -0.64 -2.17 0.05
H -0.72 -1.53 -1.75
H -1.86 0.14 0.68
H -0.33 0.75 -2.04
H 2.39 -0.10 1.00
H 0.93 0.48 1.86
H 0.96 -1.34 1.77
H 0.27 2.83 -0.75
```

Its charge is +1. For the molecular weight, the calculation gives 86.11 u. The energy comes out at -286.7850 hartree.


no.,largest force on an atom (eV/A)
1,4.149
2,3.803
3,5.912
4,3.139
5,3.431
6,4.877